# C40H25N3O7S3

3 unconnected molecules or ions with the total composition C40H25N3O7S3 in a non-equilibrium geometry (ωB97M-V/def2-TZVPD, the Open Molecules 2025 dataset).

The geometry in ORCA input format:
```
! RIJCOSX wB97M-V def2-TZVPD def2/J DEFGRID3
* xyz 0 1
O 4.17006 -0.02552 -0.20201
C 3.61197 -1.08455 -0.52418
O 3.61527 -2.32772 0.20643
C 2.72463 -3.32798 -0.31631
O 2.46217 -4.44681 0.15120
C 2.12270 -2.72655 -1.67223
N 1.19039 -3.46954 -2.53131
C 1.60592 -3.48191 -3.77828
S 1.59965 -3.13190 -5.41181
C 2.68228 -1.42856 -1.76713
C 2.45602 -0.37651 -2.93832
C 1.50989 0.83000 -2.40001
C 0.04342 0.25774 -2.10864
S -0.72998 -0.60612 -3.57900
C -1.91466 -1.83486 -2.83059
S -2.20515 -3.35249 -3.49730
N -2.59042 -1.42673 -1.57990
C -2.12449 -1.87476 -0.26919
C -3.12311 -1.15622 0.66379
N -4.07821 -0.41319 -0.13887
C -3.77275 -0.56025 -1.52660
H 2.07002 -0.82973 -3.90994
H 3.46693 0.12401 -3.19440
H 2.00920 1.25918 -1.46458
H 1.55569 1.64623 -3.20023
H -0.60054 1.12079 -1.72973
H 0.12784 -0.52773 -1.26509
H -1.23402 -2.53892 -0.03437
H -3.07218 -1.23884 1.79570
H -4.27868 -0.11520 -2.43924
C 0.19215 6.46570 -1.41312
C -0.37695 7.71154 -1.66785
C -1.46528 7.81770 -2.52681
C -1.98101 6.67783 -3.14399
C -1.39575 5.43371 -2.90783
C -0.31452 5.32827 -2.03152
C -1.90199 4.22358 -3.59451
O -1.39362 3.13475 -3.38621
C -3.02884 4.35651 -4.54434
C -3.47909 3.23457 -5.24206
C -4.54623 3.34725 -6.12695
C -5.17323 4.57767 -6.31131
C -4.72406 5.69876 -5.62229
C -3.64432 5.59206 -4.74445
C -3.15111 6.79849 -4.04283
O -3.69612 7.87642 -4.20664
H 1.03577 6.38248 -0.73546
H 0.02713 8.60053 -1.19449
H -1.90767 8.79034 -2.71730
H 0.13659 4.36122 -1.83325
H -2.99707 2.27197 -5.10079
H -4.89138 2.47469 -6.67234
H -6.01048 4.66349 -6.99649
H -5.21353 6.65556 -5.77378
C 4.74447 -4.14088 3.33485
C 5.52165 -4.30944 4.47882
C 4.91907 -4.34315 5.73171
C 3.53645 -4.19604 5.84517
C 2.76124 -4.00280 4.70119
C 3.36721 -3.98709 3.44419
C 1.29917 -3.79581 4.81099
O 0.62018 -3.63026 3.81169
C 0.67567 -3.78415 6.15386
C -0.69169 -3.53319 6.27781
C -1.28847 -3.53339 7.53412
C -0.52451 -3.79317 8.66979
C 0.83892 -4.03813 8.55114
C 1.44355 -4.02448 7.29321
C 2.90216 -4.25116 7.18132
O 3.57221 -4.47427 8.17550
H 5.21426 -4.12387 2.35662
H 6.59823 -4.41683 4.39344
H 5.52919 -4.47998 6.61889
H 2.76866 -3.85090 2.54976
H -1.29354 -3.33320 5.39695
H -2.35094 -3.33288 7.62850
H -0.99209 -3.80031 9.64920
H 1.42976 -4.23510 9.44003
*
```

Kohn-Sham gap	7.052	eV
molecular weight	755.86	Da
HOMO energy	-8.661	eV
ΔE to the lowest compared entry with this formula, charge and spin	116.61	kcal/mol
E	-3424.6421	Eh